Run P
DFT (wB97M-V/def2-TZVPD) results for C2H2F2S2 in the gas phase.

The HOMO energy comes out at -9.4 eV. As for the structure (SMILES): FC(F)C(=S)S. For the HOMO-LUMO gap, the calculation gives 8.57 eV. The value obtained for the LUMO energy is -0.8488 eV.

The geometry in XYZ format:
```
8
C2H2F2S2, DFT wB97M-V/def2-TZVPD
F -0.526 1.702 0.741
C -0.606 0.998 -0.390
F 0.266 1.558 -1.269
C -0.110 -0.400 -0.068
S -1.128 -1.669 -0.107
S 1.544 -0.347 0.571
H -1.605 0.924 -0.798
H 1.579 -1.596 0.886
```



Run Q
DFT (wB97M-V/def2-TZVPD) results for C2H2F2S2 in the gas phase.

The HOMO energy comes out at -9.5 eV. As for the structure (SMILES): FC(F)C(=S)S. For the HOMO-LUMO gap, the calculation gives 7.74 eV. The value obtained for the LUMO energy is -1.8099 eV.

The geometry in XYZ format:
```
8
C2H2F2S2, DFT wB97M-V/def2-TZVPD
F 1.696 -0.324 -0.793
C 0.627 -0.710 -0.034
F 1.026 -0.835 1.426
C -0.467 0.081 0.019
S -2.039 -0.549 0.089
S 0.012 1.686 0.383
H 0.329 -1.631 -0.526
H -1.185 2.282 -0.564
```



The most stable arrangement is run P, and the next structure is 48.3 kcal/mol less stable.



Run P
DFT (wB97M-V/def2-TZVPD) results for 2 unconnected molecules or ions with the total composition C2H8N2O.

The HOMO energy comes out at -8.5 eV. As for the structure (SMILES): N/C=C/N.O. For the HOMO-LUMO gap, the calculation gives 9.51 eV. The value obtained for the LUMO energy is 0.9822 eV.

The geometry in XYZ format:
```
13
C2H8N2O, DFT wB97M-V/def2-TZVPD
N -0.985 1.414 0.509
C -0.142 0.880 -0.449
C 0.097 -0.388 -0.775
N 1.025 -0.711 -1.829
H -1.561 0.744 0.976
H -1.432 2.284 0.265
H 0.416 1.559 -1.101
H -0.387 -1.269 -0.361
H 0.612 -1.323 -2.526
H 1.788 -1.242 -1.419
O 0.231 -0.988 2.468
H 0.320 -0.043 2.705
H 0.018 -0.917 1.537
```



Run Q
DFT (wB97M-V/def2-TZVPD) results for 2 unconnected molecules or ions with the total composition C2H8N2O.

The HOMO energy comes out at -8.8 eV. As for the structure (SMILES): CC(N)=O.N. For the HOMO-LUMO gap, the calculation gives 9.60 eV. The value obtained for the LUMO energy is 0.7959 eV.

The geometry in XYZ format:
```
13
C2H8N2O, DFT wB97M-V/def2-TZVPD
C -1.332 -0.141 0.610
C 0.005 0.494 0.311
N -0.012 1.392 -0.733
O 0.873 0.676 1.241
H -1.852 -0.429 -0.307
H -1.185 -1.020 1.240
H -1.950 0.578 1.151
H 0.848 1.899 -0.893
H -0.664 1.292 -1.496
N 1.370 -1.177 -0.321
H 1.673 -0.494 0.558
H 1.267 -1.007 -1.318
H 0.956 -2.064 -0.044
```



The most stable arrangement is run P, and the next structure is 4.3 kcal/mol less stable.



Run P
DFT (wB97M-V/def2-TZVPD) results for 2 unconnected molecules or ions with the total composition C2H8N2O.

The HOMO energy comes out at -8.8 eV. As for the structure (SMILES): N/C=C/N.O. For the HOMO-LUMO gap, the calculation gives 9.73 eV. The value obtained for the LUMO energy is 0.8891 eV.

The geometry in XYZ format:
```
13
C2H8N2O, DFT wB97M-V/def2-TZVPD
N -0.911 0.893 1.460
C 0.156 0.679 0.522
C 0.897 -0.414 0.429
N 1.952 -0.572 -0.492
H -1.787 1.047 0.978
H -0.706 1.698 2.035
H 0.350 1.566 -0.081
H 0.650 -1.319 0.980
H 2.801 -0.984 -0.185
H 1.749 -0.705 -1.476
O -1.889 -0.838 -1.097
H -2.245 -0.655 -1.976
H -1.019 -0.397 -1.095
```



Run Q
DFT (wB97M-V/def2-TZVPD) results for 2 unconnected molecules or ions with the total composition C2H8N2O.

The HOMO energy comes out at -9.2 eV. As for the structure (SMILES): C/N=C\N.O. For the HOMO-LUMO gap, the calculation gives 9.69 eV. The value obtained for the LUMO energy is 0.5165 eV.

The geometry in XYZ format:
```
13
C2H8N2O, DFT wB97M-V/def2-TZVPD
C -0.041 1.722 -0.820
N 0.388 0.583 -1.540
C 1.145 -0.279 -1.009
N 1.789 -0.025 0.219
H 0.688 2.529 -0.648
H -0.825 2.263 -1.375
H -0.495 1.473 0.161
H 1.172 -1.354 -1.176
H 1.282 0.686 0.733
H 2.099 -0.738 0.845
O -2.683 -1.681 2.175
H -2.089 -1.954 2.901
H -2.321 -2.354 1.594
```



Run R
DFT (wB97M-V/def2-TZVPD) results for a molecular structure, C2H8N2O.

The HOMO energy comes out at -8.4 eV. For the HOMO-LUMO gap, the calculation gives 7.56 eV. The value obtained for the LUMO energy is -0.8667 eV.

The geometry in XYZ format:
```
13
C2H8N2O, DFT wB97M-V/def2-TZVPD
C -2.246 -0.220 0.589
N -1.139 0.418 -0.124
C -0.003 0.415 0.563
N 1.121 0.861 0.111
H -2.560 0.379 1.446
H -3.012 -0.418 -0.155
H -1.993 -1.176 1.037
H -0.239 -0.606 -0.109
H -0.167 0.502 1.641
H 1.885 0.767 0.767
H 1.475 0.203 -0.743
H 1.751 -1.677 -1.679
O 2.071 -1.029 -1.040
```



The most stable arrangement is run P, and the next structure is 1.3 kcal/mol less stable.



Run P
DFT (wB97M-V/def2-TZVPD) results for 2 unconnected molecules or ions with the total composition C5H10BrN2.

Its net charge is +1. The HOMO energy (alpha / beta) comes out at -12.0 / -12.0 eV. For the HOMO-LUMO gap (alpha / beta), the calculation gives 7.72 / 7.71 eV. The value obtained for the LUMO energy (alpha / beta) is -4.2809 / -4.2878 eV.

The geometry in XYZ format:
```
18
C5H10BrN2, DFT wB97M-V/def2-TZVPD
C 2.935 2.105 0.158
C 2.213 1.017 -0.092
C -1.116 -0.863 0.161
C -1.598 -2.093 -0.431
C -0.177 1.374 -0.422
N -1.198 -0.801 1.458
N -0.705 0.142 -0.610
Br 2.296 -0.838 -0.246
H 3.974 2.023 0.313
H 2.391 3.018 0.016
H -0.692 -2.652 -0.657
H -2.185 -1.742 -1.264
H -2.284 -2.681 0.164
H 0.032 1.790 -1.432
H -0.325 1.895 0.491
H -1.883 -1.448 1.820
H -0.899 -0.197 2.164
H -0.778 -0.047 -1.592
```



Run Q
DFT (wB97M-V/def2-TZVPD) results for a gas-phase ion, C5H10BrN2 (charge +1).

Its net charge is +1. The HOMO energy comes out at -13.8 eV. As for the structure (SMILES): CC1(C)N=C(Br)C[NH2+]1. For the HOMO-LUMO gap, the calculation gives 9.89 eV. The value obtained for the LUMO energy is -3.9574 eV.

The geometry in XYZ format:
```
18
C5H10BrN2, DFT wB97M-V/def2-TZVPD
C 1.493 -0.693 -1.062
C 0.624 0.080 -0.164
C 1.299 0.690 1.093
N -0.123 1.140 -0.797
C -1.547 0.982 -0.592
Br -2.673 2.315 -1.006
C -1.910 -0.224 0.187
N -0.545 -0.861 0.292
H 0.884 -1.622 -1.355
H 2.507 -0.804 -0.550
H 1.629 0.068 -1.949
H 0.761 0.413 1.962
H 1.313 1.840 1.183
H 2.339 0.301 1.287
H -2.282 -0.045 1.199
H -2.741 -0.656 -0.338
H -0.340 -1.406 1.117
H -0.687 -1.518 -0.507
```



The most stable arrangement is run Q, and the next structure is 27.0 kcal/mol less stable.



Run P
DFT (wB97M-V/def2-TZVPD) results for a gas-phase ion, C4H6N3 (charge +1).

Its net charge is +1. The HOMO energy comes out at -14.8 eV. As for the structure (SMILES): C=C1CN=NC1=[NH2+]. For the HOMO-LUMO gap, the calculation gives 8.25 eV. The value obtained for the LUMO energy is -6.5164 eV.

The geometry in XYZ format:
```
13
C4H6N3, DFT wB97M-V/def2-TZVPD
C 1.399 0.987 -0.844
C 0.283 0.305 -0.553
C -0.453 -0.789 -1.330
N -1.438 -1.383 -0.496
N -1.400 -1.088 0.721
C -0.552 -0.113 1.047
N -0.327 0.375 2.215
H 1.792 0.953 -1.762
H 1.749 1.633 -0.159
H -0.788 -0.527 -2.462
H 0.277 -1.521 -1.698
H 0.097 1.275 2.293
H -0.638 -0.107 3.027
```



Run Q
DFT (wB97M-V/def2-TZVPD) results for a gas-phase ion, C4H6N3 (charge +1).

Its net charge is +1. The HOMO energy comes out at -15.1 eV. For the HOMO-LUMO gap, the calculation gives 9.73 eV. The value obtained for the LUMO energy is -5.3859 eV.

The geometry in XYZ format:
```
13
C4H6N3, DFT wB97M-V/def2-TZVPD
C -0.311 -1.319 0.179
C 0.787 0.657 -0.019
C 1.169 -0.708 0.263
C -1.057 1.003 -0.297
N -1.352 -0.708 -0.043
N -0.168 1.249 0.772
N 0.062 0.922 -1.159
H -0.319 -2.385 0.345
H 1.562 -0.876 1.265
H 1.796 -1.199 -0.479
H -1.999 1.496 -0.493
H -0.314 1.291 1.769
H 0.145 0.578 -2.104
```



Run R
DFT (wB97M-V/def2-TZVPD) results for a gas-phase ion, C4H6N3 (charge +1).

Its net charge is +1. The HOMO energy comes out at -15.8 eV. As for the structure (SMILES): C[n+]1cnccn1. For the HOMO-LUMO gap, the calculation gives 9.90 eV. The value obtained for the LUMO energy is -5.8761 eV.

The geometry in XYZ format:
```
13
C4H6N3, DFT wB97M-V/def2-TZVPD
C 2.033 -0.041 -0.011
N 0.608 -0.101 -0.028
C -0.181 -1.216 -0.026
N -1.523 -1.175 -0.232
C -2.134 0.001 -0.094
C -1.328 1.126 0.329
N -0.068 1.087 0.107
H 2.645 -0.953 -0.072
H 2.437 0.574 -0.848
H 2.195 0.706 0.760
H 0.284 -2.117 -0.048
H -3.171 0.026 -0.451
H -1.797 2.083 0.614
```



The most stable arrangement is run R, and the next structure is 28.9 kcal/mol less stable.



Run P
DFT (wB97M-V/def2-TZVPD) results for CHIOS2 in the gas phase.

The HOMO energy comes out at -8.6 eV. For the HOMO-LUMO gap, the calculation gives 8.25 eV. The value obtained for the LUMO energy is -0.3880 eV.

The geometry in XYZ format:
```
6
CHIOS2, DFT wB97M-V/def2-TZVPD
C 1.224 0.575 -0.204
O 0.448 2.466 1.001
S 1.605 1.926 -1.543
S 1.881 1.974 0.494
I 2.952 -0.651 0.026
H -0.481 2.098 0.683
```



Run Q
DFT (wB97M-V/def2-TZVPD) results for 2 unconnected molecules or ions with the total composition CHIOS2.

The HOMO energy (alpha / beta) comes out at -8.9 / -9.6 eV. For the HOMO-LUMO gap (alpha / beta), the calculation gives 8.04 / 8.15 eV. The value obtained for the LUMO energy (alpha / beta) is -0.8872 / -1.4724 eV.

The geometry in XYZ format:
```
6
CHIOS2, DFT wB97M-V/def2-TZVPD
C -0.256 0.585 -0.110
O 0.738 -1.900 0.250
S -1.752 -0.110 0.321
S 0.265 -0.754 0.973
I 0.374 2.607 0.253
H 0.630 -0.428 -1.687
```



The most stable arrangement is run P, and the next structure is 26.5 kcal/mol less stable.



Run P
DFT (wB97M-V/def2-TZVPD) results for 2 unconnected molecules or ions with the total composition C3HNO2S.

The HOMO energy comes out at -10.2 eV. For the HOMO-LUMO gap, the calculation gives 9.87 eV. The value obtained for the LUMO energy is -0.2854 eV.

The geometry in XYZ format:
```
8
C3HNO2S, DFT wB97M-V/def2-TZVPD
C 2.489 0.142 -0.784
C 0.638 1.225 0.424
C 0.386 -3.756 0.921
N 1.412 0.508 -0.453
O 0.912 1.402 1.547
O -0.318 -3.097 0.286
S 3.762 -0.584 -1.257
H -0.471 1.297 0.140
```



Run Q
DFT (wB97M-V/def2-TZVPD) results for C3HNO2S in the gas phase.

The HOMO energy comes out at -10.2 eV. As for the structure (SMILES): N#CC(=S)C(=O)O. For the HOMO-LUMO gap, the calculation gives 7.62 eV. The value obtained for the LUMO energy is -2.5466 eV.

The geometry in XYZ format:
```
8
C3HNO2S, DFT wB97M-V/def2-TZVPD
N -1.011 -2.892 0.082
C -0.330 -1.918 0.246
C 0.257 -0.594 0.459
S 1.351 -0.336 1.561
C -0.203 0.607 -0.434
O -0.596 0.651 -1.659
O 0.310 1.865 0.262
H 0.221 2.617 -0.517
```



The most stable arrangement is run P, and the next structure is 33.0 kcal/mol less stable.



Run P
DFT (wB97M-V/def2-TZVPD) results for 2 unconnected molecules or ions with the total composition C3H13N4.

Its net charge is +1. The HOMO energy comes out at -13.3 eV. For the HOMO-LUMO gap, the calculation gives 10.40 eV. The value obtained for the LUMO energy is -2.9010 eV.

The geometry in XYZ format:
```
20
C3H13N4, DFT wB97M-V/def2-TZVPD
N -0.455 -3.177 -1.606
C -1.383 -2.686 -0.780
N -1.075 -2.096 0.336
H 0.515 -2.976 -1.450
H -0.740 -3.581 -2.476
H -2.415 -2.747 -1.125
H -1.840 -2.199 0.993
C 0.929 2.121 -0.070
N 0.573 3.522 0.171
C 0.146 1.244 0.903
N 0.712 -0.139 1.025
H 2.002 2.008 0.102
H 0.726 1.754 -1.084
H 0.980 4.049 -0.596
H -0.431 3.628 0.031
H -0.894 1.135 0.601
H 0.217 1.703 1.889
H 0.059 -0.811 0.500
H 1.657 -0.245 0.662
H 0.717 -0.506 1.972
```



Run Q
DFT (wB97M-V/def2-TZVPD) results for 2 unconnected molecules or ions with the total composition C3H13N4.

Its net charge is +1. The HOMO energy comes out at -13.5 eV. For the HOMO-LUMO gap, the calculation gives 10.50 eV. The value obtained for the LUMO energy is -2.9854 eV.

The geometry in XYZ format:
```
20
C3H13N4, DFT wB97M-V/def2-TZVPD
N 1.484 0.651 -0.775
C 1.084 -0.675 -1.075
N -0.097 -0.747 -1.808
N 1.582 -1.734 -0.585
H 2.415 0.670 -0.370
H 1.537 1.232 -1.608
H -0.237 -0.065 -2.536
H -0.253 -1.699 -2.102
H 2.442 -1.518 -0.090
C -2.024 1.656 1.092
N -1.026 0.592 0.807
C -0.611 -0.223 1.993
H -2.180 2.225 0.179
H -2.958 1.183 1.370
H -1.646 2.295 1.883
H -0.189 0.927 0.280
H -1.395 -0.054 0.106
H -0.132 0.428 2.718
H 0.049 -1.004 1.635
H -1.520 -0.648 2.408
```



The most stable arrangement is run Q, and the next structure is 11.9 kcal/mol less stable.